C5H10N2O | ωB97M-V/def2-TZVPD

Positions of all 18 atoms, in Å:
C (0.74503, 0.96053, -1.91236)
C (1.07885, 0.26736, -0.59289)
C (-0.02840, -0.47233, 0.09221)
C (-0.02149, -1.77776, 0.54844)
N (-1.30389, -2.26379, 0.64658)
C (-2.08125, -1.26179, 0.35460)
N (-1.34990, -0.10984, 0.12582)
H (0.02870, 1.77301, -1.82030)
H (0.39482, 0.24153, -2.65550)
H (1.66200, 1.33023, -2.37769)
H (1.76398, -0.54141, -0.85228)
H (1.61903, 0.91395, 0.10413)
H (0.84800, -2.37739, 0.76054)
H (-3.14329, -1.24203, 0.54192)
H (-1.77374, 0.73554, -0.22486)
O (0.32559, 1.56358, 2.63883)
H (1.20813, 1.57532, 2.25189)
H (0.02783, 0.68530, 2.37092)

Cartesian forces, eV/Å:
C 0.226 -0.228 -0.220
C 0.397 -0.388 0.243
C -0.032 -0.512 0.274
C -0.237 0.441 -0.828
N 0.250 -0.047 0.516
C 0.365 0.758 1.022
N -0.932 -0.608 -0.939
H -0.019 0.080 -0.007
H -0.403 -0.070 0.230
H -0.030 0.324 0.310
H 0.304 0.161 0.131
H -0.090 0.248 -0.205
H -0.024 -0.165 -0.206
H -0.067 0.007 -0.371
H 0.309 0.001 0.014
O 0.214 -0.251 -0.245
H 0.052 0.281 0.165
H -0.282 -0.032 0.114

Output
* net charge: 0
* E_LUMO: 0.026 Ha
* E: -381.2616 Ha
* multiplicity: 1
* structure (SMILES): CCc1cnc[nH]1.O
* energy above the lowest of the compared OMol25 structures with the same formula, charge and spin: 62.5 kJ/mol
* E_HOMO: -8.73 eV
* Kohn-Sham gap: 9.4 eV



C5H7NOS | ωB97M-V/def2-TZVPD

Positions of all 15 atoms, in Å:
C (0.79243, -0.07602, 0.00111)
C (-0.19264, -0.78760, 1.04872)
C (-1.21695, -0.17043, 0.01005)
C (-0.21017, -0.75228, -1.06716)
C (0.44782, 1.36434, -0.04370)
H (2.68093, 0.89254, -0.56562)
H (-0.49427, -1.89752, 0.89846)
H (-0.19387, -0.74474, 2.25111)
H (-2.35621, -0.42335, 0.09950)
H (-0.33582, -1.83449, -1.24502)
H (-0.30409, -0.25798, -1.98070)
H (-1.43318, 1.78107, 0.58612)
N (-1.05461, 1.17489, -0.10406)
O (1.38055, 2.13354, 0.09266)
S (2.49008, -0.40198, 0.01853)

Cartesian forces, eV/Å:
C -0.430 -4.900 -0.236
C -1.697 -0.984 1.694
C -2.314 -4.102 0.914
C -1.450 0.742 1.494
C -0.319 -2.259 0.964
H 0.419 -1.809 0.816
H 1.747 1.462 0.009
H 0.139 1.011 -2.709
H 2.188 0.158 -0.410
H 0.845 0.506 0.676
H 0.079 0.981 -1.607
H -0.963 0.427 0.495
N 3.417 5.947 -0.585
O -3.129 1.586 -0.598
S 1.468 1.236 -0.916

Output
* net charge: 0
* E_LUMO: 0.028 Ha
* E: -722.7814 Ha
* multiplicity: 1
* energy above the lowest of the compared OMol25 structures with the same formula, charge and spin: 358.9 kJ/mol
* E_HOMO: -8.83 eV
* Kohn-Sham gap: 9.6 eV



C3H6OS2 | ωB97M-V/def2-TZVPD

Positions of all 12 atoms, in Å:
C (2.46995, -0.39198, 0.17783)
C (0.14136, 0.41072, -0.14894)
C (-1.98097, -1.00432, -0.01048)
H (2.91403, -0.92610, -0.86149)
H (3.40102, 0.18236, 0.58019)
H (1.99832, -1.54569, 0.78704)
H (-2.11874, -0.87390, 1.09947)
H (-2.60542, -1.92873, -0.51076)
H (-2.26950, 0.26790, -0.48424)
O (1.49975, 0.60603, -0.23538)
S (-0.77382, 1.71121, 0.07864)
S (-0.29491, -1.34312, -0.00599)

Cartesian forces, eV/Å:
C 1.139 -3.607 -2.263
C 2.759 -1.311 1.095
C -3.945 0.987 -0.435
H -1.240 1.440 2.623
H -2.127 -1.243 -0.045
H 1.504 4.340 -1.333
H -1.160 -0.268 -1.173
H 1.489 2.523 1.467
H 0.976 -4.195 1.150
O -0.280 -0.921 0.854
S -0.444 0.601 -0.433
S 1.328 1.653 -1.507

Output
* net charge: 0
* E_LUMO: 0.009 Ha
* E: -989.3692 Ha
* multiplicity: 1
* energy above the lowest of the compared OMol25 structures with the same formula, charge and spin: 418.4 kJ/mol
* E_HOMO: -8.78 eV
* Kohn-Sham gap: 9.0 eV



C33H31FN3O5P2PdS | ωB97M-V/def2-TZVPD

Positions of all 77 atoms, in Å:
Pd (-0.71727, 0.01396, 0.25217)
F (0.87761, 5.89057, -1.71369)
C (0.59035, 5.04092, -2.71295)
C (-0.34147, 4.09167, -2.57765)
N (-0.65777, 3.21737, -3.59317)
C (-1.64750, 2.15917, -3.35616)
C (-1.26504, 1.21636, -2.21280)
O (-1.40353, -0.00462, -2.37761)
O (-0.86558, 1.77018, -1.15097)
C (-0.02050, 3.27427, -4.81077)
O (-0.26040, 2.54722, -5.75166)
N (0.94619, 4.26742, -4.90198)
C (1.34418, 5.19163, -3.94627)
O (2.21518, 6.00738, -4.16707)
H (-0.87822, 3.93622, -1.65334)
H (-1.76425, 1.61368, -4.28646)
H (-2.59526, 2.63825, -3.09612)
H (1.42481, 4.30961, -5.78978)
C (1.04650, 2.69004, 2.31161)
P (0.69709, 0.93863, 1.87202)
C (2.39289, 0.30703, 1.61197)
C (3.28326, 1.04007, 0.82866)
C (4.55728, 0.56001, 0.56405)
C (4.95404, -0.66733, 1.07372)
C (4.06352, -1.41646, 1.82955)
C (2.78911, -0.93710, 2.09128)
C (0.27380, 0.26525, 3.52198)
C (1.18866, 0.25474, 4.57363)
C (0.83205, -0.22623, 5.82104)
C (-0.45692, -0.70658, 6.03051)
C (-1.37466, -0.69040, 4.99435)
C (-1.01263, -0.20484, 3.74379)
P (-0.43718, 3.61747, 2.88325)
C (0.16589, 5.35437, 2.79849)
C (1.36951, 5.76565, 2.23452)
C (1.72032, 7.11078, 2.20417)
C (0.87518, 8.06534, 2.74242)
C (-0.33094, 7.66878, 3.30730)
C (-0.68128, 6.33123, 3.32669)
C (-0.30572, 3.39005, 4.70353)
C (-1.38522, 2.84881, 5.38842)
C (-1.34840, 2.70682, 6.77085)
C (-0.23161, 3.11250, 7.47973)
C (0.85636, 3.65726, 6.80502)
C (0.81518, 3.79416, 5.42979)
H (1.35401, 3.16153, 1.37328)
H (1.88626, 2.75074, 3.00959)
H (2.98306, 1.98517, 0.39219)
H (5.23186, 1.14148, -0.05128)
H (5.94808, -1.04617, 0.87008)
H (4.34995, -2.38981, 2.20575)
H (2.08010, -1.55140, 2.63249)
H (2.19540, 0.62862, 4.41890)
H (1.55467, -0.22822, 6.62694)
H (-0.74035, -1.09184, 7.00251)
H (-2.37766, -1.06713, 5.14737)
H (-1.73118, -0.21510, 2.92986)
H (2.05427, 5.04327, 1.81289)
H (2.66099, 7.40568, 1.75696)
H (1.14903, 9.11211, 2.71971)
H (-1.00388, 8.40608, 3.72678)
H (-1.62785, 6.03370, 3.76489)
H (-2.25535, 2.52175, 4.83296)
H (-2.19371, 2.27071, 7.28743)
H (-0.20196, 3.00153, 8.55648)
H (1.73323, 3.97588, 7.35441)
H (1.66004, 4.23441, 4.91089)
C (-4.44754, -2.03564, 1.11287)
C (-3.76708, -1.08610, 0.16068)
N (-3.47519, -1.58094, -1.07047)
O (-3.46681, 0.05197, 0.49527)
H (-5.15531, -2.69708, 0.61191)
H (-4.95266, -1.45845, 1.88378)
H (-3.66364, -2.63778, 1.57761)
H (-3.45049, -2.58220, -1.16440)
H (-2.78636, -1.05877, -1.60961)
S (-0.56047, -2.09163, 1.10998)

Cartesian forces, eV/Å:
Pd 0.826 0.299 0.564
F -0.028 -0.036 0.028
C 0.062 -0.023 -0.164
C -0.042 0.066 0.043
N 0.066 -0.027 0.143
C -0.072 0.137 -0.176
C 0.117 -0.149 0.167
O -0.214 0.083 -0.181
O -0.003 -0.057 0.176
C 0.080 0.078 -0.053
O -0.013 -0.035 -0.022
N -0.029 -0.066 -0.055
C -0.024 0.067 0.174
O -0.004 -0.016 -0.036
H 0.005 0.021 0.008
H 0.025 -0.006 0.064
H -0.018 -0.091 -0.003
H -0.012 -0.004 0.012
C 0.031 0.185 -0.588
P -0.586 -1.477 0.057
C 0.103 0.283 -0.146
C 0.025 -0.003 0.025
C 0.002 -0.025 -0.004
C 0.038 -0.004 0.003
C -0.045 0.041 -0.015
C -0.093 -0.139 0.004
C 0.036 0.160 0.024
C 0.075 0.196 0.019
C -0.104 -0.037 0.007
C 0.049 0.017 0.004
C -0.002 0.023 -0.005
C -0.202 -0.069 -0.028
P -0.153 -0.067 0.021
C 0.099 0.004 -0.003
C -0.019 -0.005 0.016
C 0.012 -0.014 -0.003
C 0.000 0.009 0.007
C -0.006 0.031 0.002
C -0.044 -0.044 0.010
C 0.033 0.112 0.075
C -0.020 -0.046 -0.006
C -0.011 -0.024 -0.019
C 0.039 0.002 0.016
C -0.031 -0.034 0.037
C 0.025 0.027 -0.062
H -0.022 0.017 0.008
H -0.025 -0.071 0.000
H -0.018 0.027 0.030
H 0.018 0.003 -0.002
H -0.003 0.002 -0.011
H 0.022 -0.017 0.004
H 0.005 0.021 -0.004
H 0.000 -0.022 -0.019
H 0.013 -0.001 0.017
H 0.001 0.001 0.013
H -0.020 -0.015 0.008
H 0.091 0.001 0.016
H 0.022 -0.015 -0.014
H 0.000 0.006 -0.014
H 0.001 0.012 -0.005
H 0.001 0.007 0.003
H -0.010 -0.013 -0.001
H -0.021 0.002 -0.012
H -0.008 -0.006 0.011
H 0.002 0.003 0.009
H 0.010 0.005 0.009
H 0.000 0.011 -0.002
C -0.067 0.022 0.027
C 0.269 -0.079 -0.086
N -0.242 0.039 0.098
O -0.161 0.057 -0.043
H 0.003 0.008 -0.022
H -0.014 -0.023 0.002
H 0.076 0.017 0.000
H 0.047 0.018 -0.011
H 0.025 -0.056 0.003
S 0.029 0.696 -0.149

Output
* net charge: -1
* E_LUMO (alpha / beta): 0.090 / 0.088 Ha
* E: -3125.4082 Ha
* multiplicity: 1
* energy above the lowest of the compared OMol25 structures with the same formula, charge and spin: 47.4 kJ/mol
* E_HOMO (alpha / beta): -3.97 / -3.69 eV
* Kohn-Sham gap (alpha / beta): 6.4 / 6.1 eV



Question: What is the multiplicity in the second record?
Answer: 1